1:
Computed, not measured: a structure of composition C37H51BrCrN2P2S, with ωB97M-V with the def2-TZVPD basis set.

Properties
Frontier orbital gap (spin up / spin down) = 5.138 / 2.912 eV
Net charge = +2
2S+1 = 5

CARTESIAN COORDINATES (ANGSTROEM)
N: -7.24690 5.74110 -6.91400
C: -6.85520 6.30520 -5.75950
C: -6.09060 5.64760 -4.78930
C: -5.68560 4.30870 -4.99880
C: -6.10170 3.71970 -6.21720
C: -6.86430 4.46650 -7.11850
C: -4.88580 3.62420 -3.98440
Cr: 0.00000 0.00000 0.00000
P: 6.21230 -0.94080 -1.05930
C: -3.68080 3.02420 -4.18110
C: -2.86180 2.33710 -3.18600
C: -1.74840 1.57590 -3.61530
C: -0.92750 0.90030 -2.70430
C: -1.17740 0.95320 -1.31490
C: -2.29280 1.71310 -0.88500
C: -3.11460 2.38660 -1.79280
Br: 1.49110 -1.20620 1.67280
H: -5.32830 3.61370 -2.98020
H: -3.24770 3.04340 -5.19020
H: -5.80520 6.16880 -3.86840
H: -5.83460 2.68730 -6.46390
H: -7.16970 7.34560 -5.59680
H: -7.18860 4.01190 -8.06500
H: -1.52850 1.52000 -4.68890
H: -3.96780 2.96090 -1.41480
H: -0.07530 0.32380 -3.08330
H: -2.52320 1.77900 0.18500
P: -0.45570 -2.04730 -1.01800
C: 5.62260 0.83860 -0.92490
C: 6.67250 1.86120 -1.37860
H: 5.29430 1.04460 0.11330
H: 4.72300 0.91370 -1.56460
H: 6.49810 2.84430 -0.90560
H: 7.69520 1.54190 -1.10760
H: 6.64570 1.99790 -2.47400
C: 5.34530 -1.36510 -2.67170
C: 5.98460 -2.52420 -3.44710
H: 5.38320 -0.44170 -3.28120
H: 4.27530 -1.57260 -2.47120
H: 5.69800 -2.48990 -4.51360
H: 7.08700 -2.48380 -3.38890
H: 5.66290 -3.50300 -3.05070
C: 5.04370 -1.72690 0.19070
C: 5.71070 -2.09930 1.52250
H: 4.54970 -2.60580 -0.26900
H: 4.24930 -0.97970 0.37680
H: 5.14500 -2.89620 2.03850
H: 6.74260 -2.46310 1.37760
H: 5.76070 -1.22490 2.19490
C: -0.39420 -3.43340 0.22020
C: -1.54580 -4.44620 0.26050
H: -0.32250 -2.90890 1.18940
H: 0.57880 -3.93280 0.05160
H: -2.47480 -3.97150 0.61830
H: -1.74720 -4.90640 -0.72050
H: -1.29910 -5.25770 0.96830
C: 0.65660 -2.53600 -2.42570
C: 0.09480 -2.53010 -3.85320
H: 1.01150 -3.54830 -2.16270
H: 1.54800 -1.88770 -2.33770
H: -0.38520 -3.49270 -4.09890
H: -0.64480 -1.72990 -4.01600
H: 0.91700 -2.37940 -4.57510
C: -2.18510 -1.94520 -1.69530
C: -3.32560 -1.45820 -0.79300
H: -2.39550 -2.97110 -2.04870
H: -2.08230 -1.33530 -2.61150
H: -4.07160 -0.87700 -1.36180
H: -3.84830 -2.28740 -0.29050
H: -2.91960 -0.79430 -0.00880
N: 0.42320 1.76610 0.93440
S: 1.20440 1.94920 2.34290
C: 0.08370 3.10960 3.20260
C: 0.57880 3.71920 4.36870
C: -0.25620 4.49120 5.18150
C: -1.59920 4.66110 4.84220
C: -2.10550 4.06830 3.68380
C: -1.27280 3.29760 2.86580
C: 0.29350 0.71490 3.37100
C: -0.96520 0.16910 3.02200
C: -1.55530 -0.81730 3.82250
C: -0.90850 -1.26870 4.97540
C: 0.32800 -0.73180 5.33690
C: 0.92460 0.25340 4.54270
H: 0.03790 2.61170 0.49180
H: 1.60710 3.56160 4.66960
H: 0.13240 4.93660 6.08850
H: -2.25080 5.23960 5.48460
H: -3.15200 4.18440 3.43290
H: -1.70660 2.81960 2.00650
H: -1.47870 0.47920 2.12490
H: -2.51030 -1.24300 3.54230
H: -1.36230 -2.03960 5.58640
H: 0.83050 -1.08820 6.22780
H: 1.89220 0.64510 4.82880

2:
Computed, not measured: a structure of composition C37H51BrCrN2P2S, with ωB97M-V with the def2-TZVPD basis set.

Properties
Frontier orbital gap (spin up / spin down) = 6.135 / 6.139 eV
Net charge = +2
2S+1 = 5

CARTESIAN COORDINATES (ANGSTROEM)
N: -4.17884 4.43295 -3.74937
C: -3.90520 4.97672 -2.56343
C: -2.69713 4.71872 -1.90261
C: -1.81992 3.76523 -2.48224
C: -2.08616 3.32015 -3.78853
C: -3.34138 3.59330 -4.34520
C: -0.93225 2.96572 -1.62583
Cr: 0.92432 2.64184 -0.91893
P: 2.79483 0.26944 -0.50292
C: -0.21535 1.81724 -2.30492
C: -0.54498 0.44716 -2.03117
C: 0.11142 -0.60867 -2.71265
C: -0.00823 -1.88392 -2.27352
C: -0.49791 -2.17436 -0.90247
C: -1.46318 -1.14031 -0.44363
C: -1.48444 0.08945 -1.02530
Br: 1.16159 -2.41991 0.14703
H: -1.54838 2.77348 -0.72764
H: 0.25074 1.97229 -3.28516
H: -2.47960 5.13672 -0.92927
H: -1.46589 2.61178 -4.33522
H: -4.65471 5.62468 -2.09103
H: -3.66951 3.08633 -5.26453
H: 0.71841 -0.35620 -3.59817
H: -2.22656 0.84600 -0.74748
H: 0.40274 -2.71149 -2.84045
H: -2.09849 -1.39280 0.40022
P: -1.32821 -3.85958 -0.85080
C: 3.24523 2.01086 -0.37821
C: 4.68200 2.20337 -0.85027
H: 3.12195 2.31521 0.68273
H: 2.63353 2.67453 -1.10847
H: 4.88092 3.27971 -0.79181
H: 5.38677 1.66349 -0.20874
H: 4.79894 1.89615 -1.90118
C: 3.18214 -0.27788 -2.28891
C: 4.49752 -0.92730 -2.73597
H: 2.92597 0.55827 -2.96259
H: 2.39732 -1.03156 -2.43744
H: 4.44810 -1.02773 -3.83200
H: 5.35902 -0.29504 -2.49075
H: 4.64463 -1.93525 -2.31493
C: 4.23320 -0.68458 0.26042
C: 4.73985 -0.39599 1.67838
H: 5.10055 -0.63806 -0.42388
H: 3.90347 -1.73936 0.19449
H: 4.55519 -1.27427 2.31311
H: 5.82476 -0.21428 1.66382
H: 4.27551 0.48143 2.13444
C: -1.33289 -4.24167 0.90721
C: -1.86479 -5.62675 1.22763
H: -1.89708 -3.44785 1.41921
H: -0.30163 -4.12666 1.26705
H: -2.94944 -5.68089 1.09739
H: -1.40748 -6.39504 0.59669
H: -1.63470 -5.87174 2.26951
C: -0.29546 -4.87646 -1.92859
C: -0.72292 -4.88122 -3.39422
H: -0.31811 -5.89082 -1.50541
H: 0.72685 -4.49990 -1.79641
H: -1.69043 -5.37730 -3.50211
H: -0.80330 -3.88602 -3.84418
H: 0.00830 -5.45010 -3.97696
C: -2.99655 -3.79610 -1.49846
C: -4.05646 -3.22281 -0.56952
H: -3.21919 -4.84934 -1.74125
H: -2.95329 -3.24067 -2.44851
H: -4.97579 -3.13010 -1.15302
H: -4.25387 -3.90534 0.26290
H: -3.81023 -2.23519 -0.16809
N: 0.10833 2.94232 0.78202
S: 0.78670 2.47015 2.22690
C: -0.23457 3.40008 3.43589
C: 0.59996 3.88833 4.44523
C: 0.07672 4.63291 5.48646
C: -1.28675 4.94312 5.49765
C: -2.13504 4.41954 4.51664
C: -1.62083 3.61608 3.47674
C: 0.18541 0.80831 2.56649
C: -1.13058 0.36390 2.48672
C: -1.48760 -0.77891 3.21054
C: -0.53040 -1.47339 3.95714
C: 0.80483 -1.08721 3.90581
C: 1.18192 0.04445 3.20285
H: -0.88646 2.94123 1.05685
H: 1.66662 3.66372 4.37766
H: 0.75732 4.96771 6.27398
H: -1.69361 5.57520 6.29085
H: -3.20805 4.62197 4.57835
H: -2.29903 3.16185 2.74871
H: -1.87379 0.90847 1.89752
H: -2.52238 -1.10593 3.25109
H: -0.84056 -2.27970 4.61358
H: 1.56913 -1.62028 4.47441
H: 2.20691 0.42435 3.21205

Pick 1: it beats the second-best structure by 0.0381 hartree.

1:
Computed, not measured: an isolated molecule of C10H13N3, with ωB97M-V with the def2-TZVPD basis set.

Properties
Frontier orbital gap = 8.822 eV
Net charge = 0
SMILES string = c1cc(N2C[C@H]3C[C@@H]2CN3)ccn1

CARTESIAN COORDINATES (ANGSTROEM)
C: 0.78269 2.02823 0.55342
C: 1.40483 0.35374 2.17659
C: 2.54703 0.45549 1.13354
C: 1.60941 0.81870 0.00130
C: 0.78264 -0.78266 1.42833
C: -0.48948 -0.46261 -0.57846
C: -0.62799 0.18843 -1.76958
C: -1.62125 -0.24911 -2.55644
C: -2.50951 -1.64558 -1.01746
C: -1.41512 -1.42583 -0.07359
H: -0.16162 2.22068 -0.15740
H: 1.52981 2.87515 0.57597
H: -0.49018 1.64932 2.14597
H: 1.75075 0.29438 3.28361
H: 2.99494 -0.56568 1.07925
H: 3.38856 1.11505 1.21936
H: 2.11464 1.01744 -0.99414
H: -0.19089 -0.90732 1.96290
H: 1.20759 -1.88752 1.46391
H: 0.15372 0.87026 -2.04675
H: -1.46870 0.01101 -3.68601
H: -3.21884 -2.50690 -0.69564
H: -1.28893 -1.95385 0.81677
N: 0.64836 1.65018 2.00095
N: 0.65810 -0.25618 0.10016
N: -2.60652 -1.09470 -2.20878

2:
Computed, not measured: a cluster of 2 separate species, C10H13N3 in total, with ωB97M-V with the def2-TZVPD basis set.

Properties
Frontier orbital gap = 7.553 eV
Net charge = 0

CARTESIAN COORDINATES (ANGSTROEM)
C: 1.38218 0.84458 -1.26430
C: 0.37579 2.20438 1.35129
C: 0.98428 1.11260 1.86209
C: -1.03786 2.24505 1.17811
C: -1.20747 0.07068 1.93773
C: 0.18049 -0.03867 2.05421
C: -1.04270 0.54533 -1.59532
C: -0.62744 -2.24702 -1.10216
C: 1.72088 -1.96267 -0.88843
C: 0.32713 -0.06750 -1.30874
N: 2.20235 1.66148 -1.28302
N: -1.76903 1.16408 1.32824
N: 0.55418 -1.39588 -1.05014
H: 0.88701 3.14566 1.52151
H: 2.15061 1.11929 1.93664
H: -1.40234 3.04147 0.49850
H: -1.88315 -0.78046 2.15731
H: -1.81131 0.25509 -0.96351
H: -1.30704 0.00662 -2.59666
H: -1.03478 1.51995 -1.81114
H: -0.51131 -3.11416 -0.58426
H: -1.21723 -1.67783 -0.42032
H: -1.10916 -2.42352 -2.05447
H: 1.98718 -3.00925 -0.69141
H: 2.60777 -1.27254 -0.84395
H: 0.60097 -0.94675 2.63221

Pick 1: it beats the second-best structure by 0.0518 hartree.

1:
Computed, not measured: a cluster of 2 separate species, C2H5NO2P in total, with ωB97M-V with the def2-TZVPD basis set.

Properties
Frontier orbital gap = 6.138 eV
Net charge = -1

CARTESIAN COORDINATES (ANGSTROEM)
C: -3.85045 -0.93466 0.13144
C: 0.90240 1.49983 0.15384
N: 0.14538 0.33924 0.53631
O: -4.10864 -1.80581 0.92218
O: -3.41468 -0.86646 -1.14681
P: -3.61762 0.75995 -0.23439
H: 0.25088 2.42091 0.48668
H: 1.83558 1.60557 0.64204
H: 1.08518 1.54217 -0.88224
H: 0.26357 0.28809 1.59871
H: -0.85341 0.49038 0.20512

2:
Computed, not measured: a cluster of 2 separate species, C2H5NO2P in total, with ωB97M-V with the def2-TZVPD basis set.

Properties
Frontier orbital gap = 7.003 eV
Net charge = -1

CARTESIAN COORDINATES (ANGSTROEM)
C: -0.52872 0.38414 -0.14803
C: -0.30766 0.41898 -1.46418
N: 3.42116 0.36306 0.20111
O: 3.96565 0.70729 1.27909
O: 3.00970 1.20936 -0.63946
P: 3.21838 -1.27003 -0.10975
H: -0.23432 1.18603 0.44206
H: -1.13446 -0.34328 0.36066
H: -0.57073 -0.40841 -2.09267
H: -0.07448 1.38164 -1.81282
H: 3.85640 -1.82642 1.11298

Pick 1: it beats the second-best structure by 0.0948 hartree.

1:
Computed, not measured: a cluster of 2 separate species, C2H6N2O2S in total, with ωB97M-V with the def2-TZVPD basis set.

Properties
Frontier orbital gap (spin up / spin down) = 8.805 / 8.805 eV
Net charge = 0

CARTESIAN COORDINATES (ANGSTROEM)
C: 1.02520 1.75273 -0.49405
C: -1.15031 -1.74494 -0.10928
N: -1.15323 0.17238 1.32058
N: -0.64854 -0.83268 0.68838
O: 0.89444 1.10670 -1.71646
O: 2.47161 -0.38808 -0.21105
S: 2.38954 0.83231 -1.00281
H: 0.81283 2.75509 -0.69967
H: -0.80599 -2.75657 -0.17160
H: -2.22421 -1.61154 -0.39952
H: 0.40599 1.44037 0.34340
H: -2.17638 0.31339 1.28055
H: 0.15906 -1.03915 1.17153

2:
Computed, not measured: a cluster of 3 separate species, C2H6N2O2S in total, with ωB97M-V with the def2-TZVPD basis set.

Properties
Frontier orbital gap (spin up / spin down) = 7.376 / 7.372 eV
Net charge = 0
SMILES string = [H]/N=C1/CO1.N=S.O

CARTESIAN COORDINATES (ANGSTROEM)
C: 1.31769 0.77540 0.41768
C: 1.42737 1.14269 -0.96429
N: -2.18990 0.24257 0.29143
N: 1.07789 1.03503 1.54523
O: -0.85841 -2.05136 -0.18109
O: 1.35444 -0.24374 -0.53074
S: -3.40767 0.83709 0.94857
H: 0.67353 1.54804 -1.59646
H: 2.40026 1.40228 -1.53173
H: -1.93147 -0.75420 0.07886
H: -0.14759 -1.45623 -0.17669
H: -0.73300 -2.84778 -0.66881
H: 1.01686 0.37021 2.36804

Pick 2: it beats the second-best structure by 0.0198 hartree.